A:
Molecular formula: H10O5
Method: DFT, ωB97M-V/def2-TZVPD

```
15
Properties=species:S:1:pos:R:3:lowdin_charge:R:1
O 0.441 -1.614 0.749 -0.115
H 0.417 -0.838 0.089 0.009
H 0.298 -1.192 1.623 0.031
O 0.060 -0.908 -2.784 -0.075
H 0.117 -0.201 -2.113 -0.015
H 0.715 -1.579 -2.554 0.034
O -2.435 -0.306 -0.063 0.018
H -2.164 -0.390 0.812 0.017
H -3.362 -0.291 -0.021 0.038
O 1.779 1.406 1.767 -0.034
H 2.116 2.230 2.201 0.079
H 2.493 1.056 1.302 0.010
O 0.062 0.712 -0.597 -0.057
H 0.345 1.323 0.079 0.042
H -0.881 0.592 -0.490 0.018
```

Results
SMILES = O.O.O.O.O
HOMO level = -0.3852 hartree
E_LUMO = 0.28 eV
Orbital gap = 10.8 eV

B:
Molecular formula: H10O5
Method: DFT, ωB97M-V/def2-TZVPD

```
15
Properties=species:S:1:pos:R:3:lowdin_charge:R:1
O 6.322 27.802 0.514 -0.065
H 5.991 27.899 -0.379 -0.047
H 5.904 27.005 0.840 -0.006
O 7.297 26.800 -1.601 0.047
H 7.808 26.284 -2.225 0.111
H 7.869 26.892 -0.840 0.100
O 5.670 28.229 -1.761 -0.054
H 6.293 27.519 -1.613 -0.161
H 5.788 28.465 -2.681 0.069
O 6.965 29.918 2.007 -0.078
H 6.820 29.633 2.909 0.015
H 6.566 29.232 1.471 -0.039
O 5.318 25.405 0.792 -0.018
H 5.998 25.210 1.437 0.061
H 4.519 25.508 1.310 0.066
```

Results
HOMO level = -0.3707 hartree
E_LUMO = 0.25 eV
Orbital gap = 10.3 eV

Least stable structure: B